{
  "formula": "C14H9BrF3N3",
  "method": "ωB97M-V with the def2-TZVPD basis set",
  "elements": ["C", "C", "C", "C", "C", "F", "F", "F", "N", "N", "C", "C", "C", "C", "C", "C", "C", "Br", "C", "C", "N", "H", "H", "H", "H", "H", "H", "H", "H", "H"],
  "positions_angstrom": [[1.2182, 3.4775, 0.3982], [1.1322, 2.1422, -0.1740], [2.1896, 1.8493, -1.2383], [2.2027, 0.5396, -1.8860], [3.1976, 0.0042, -2.9925], [3.9921, 1.2593, -3.2145], [2.5798, -0.4269, -3.9245], [3.8910, -0.8949, -2.4977], [1.2577, -0.3464, -1.4323], [1.3736, -1.5452, -1.6045], [0.2548, -2.0139, -0.9538], [-0.4621, -0.9063, -0.1631], [-1.4474, -1.1196, 0.9170], [-2.0082, -2.6040, 0.9679], [-3.2489, -2.5510, 1.7516], [-3.5263, -1.5812, 2.6792], [-3.0649, -0.3925, 2.4900], [-3.5121, 1.1735, 3.5918], [-1.7838, -0.1439, 1.6486], [0.3413, 0.0616, -0.3214], [0.2255, 1.1747, 0.2192], [0.3197, 3.4210, 1.0011], [1.1756, 4.2378, -0.4489], [2.1770, 3.7520, 0.8689], [2.9397, 2.3412, -1.6740], [0.0045, -3.1082, -1.0585], [-1.8739, -3.4445, 0.3719], [-3.6051, -3.6165, 2.0127], [-4.6197, -1.6812, 3.1127], [-1.3203, 0.9423, 1.5532]],
  "atomic_forces_ev_per_a": [[-0.71, 1.19, -0.88], [2.43, -3.27, -2.58], [-4.48, -6.24, 0.60], [-1.08, 2.90, 2.39], [-0.53, 7.72, 6.88], [-0.92, -3.01, -0.75], [-3.01, -1.48, -7.06], [4.13, -2.87, 1.58], [2.59, 8.83, 2.12], [-4.28, -7.28, 0.01], [-0.47, -0.52, 0.50], [-0.72, -9.48, -0.29], [2.24, -7.95, -5.51], [-4.64, 6.64, 3.56], [5.15, -5.89, -1.24], [-6.43, -1.15, 0.61], [5.61, 5.51, -0.15], [-0.11, -1.04, -0.63], [-4.97, 5.48, 4.92], [2.82, -0.23, -4.98], [3.67, 9.17, 0.73], [0.09, 1.41, 0.78], [-0.52, -0.82, 1.07], [-0.56, -0.63, 0.37], [2.44, 3.31, -0.73], [0.30, 1.51, 0.37], [0.95, -0.91, -1.13], [-0.22, 1.79, -0.84], [2.54, 0.14, -0.01], [-1.32, -2.80, 0.33]],
  "smiles": "Cc1cc(C(F)(F)F)n2ncc(-c3cccc(Br)c3)c2n1",
  "lumo_energy_ev": -0.326
}

{
  "formula": "C14H9F5HfNO4S6",
  "method": "ωB97M-V with the def2-TZVPD basis set",
  "elements": ["Hf", "S", "C", "S", "C", "C", "S", "S", "S", "C", "C", "C", "C", "C", "C", "C", "S", "O", "O", "N", "C", "C", "O", "O", "H", "H", "H", "H", "H", "H", "H", "H", "H", "F", "C", "F", "C", "F", "F", "F"],
  "positions_angstrom": [[1.2911, 1.1003, -1.5208], [3.9290, -5.2582, -0.7621], [3.5928, -3.6956, -1.1049], [3.9559, -2.3700, -0.0508], [3.4007, -1.0613, -1.0766], [2.8591, -1.4351, -2.2515], [2.1025, -0.3900, -3.4187], [2.8197, -3.1600, -2.5568], [3.5119, 0.5588, -0.4334], [-2.6769, -2.4518, 4.0028], [-2.2759, -1.3402, 3.0704], [-3.2349, -0.5977, 2.3924], [-2.8655, 0.3951, 1.4984], [-1.5201, 0.6343, 1.2772], [-0.5394, -0.0758, 1.9653], [-0.9278, -1.0554, 2.8588], [-1.0485, 1.8330, 0.0705], [0.4005, 2.1202, 0.3072], [-1.9242, 2.9565, 0.2210], [-1.0023, 1.2052, -1.3768], [-1.5654, -0.1178, -1.6254], [-0.6396, -1.1658, -1.0007], [-1.0105, -2.2866, -0.7557], [0.5706, -0.6893, -0.7586], [-3.7469, -2.4275, 4.2052], [-2.1400, -2.3818, 4.9494], [-2.4353, -3.4176, 3.5554], [-4.2852, -0.8003, 2.5653], [-3.6062, 0.9875, 0.9767], [0.5047, 0.1343, 1.7884], [-0.1719, -1.6228, 3.3882], [-1.5529, -0.2762, -2.7077], [-2.5968, -0.2655, -1.3058], [3.0199, 2.6294, -3.0233], [1.9675, 3.4848, -3.3563], [0.8071, 2.4340, -3.0603], [1.7845, 4.2911, -2.0701], [0.5125, 4.5987, -1.8293], [2.5021, 5.4100, -2.0897], [2.2342, 3.5690, -0.9575]],
  "atomic_forces_ev_per_a": [[-0.21, -1.35, 0.79], [0.09, -0.37, 0.08], [-0.14, 0.59, -0.12], [0.00, -0.03, -0.07], [0.15, -0.16, 0.25], [-0.04, -0.30, -0.17], [-0.13, 0.30, -0.13], [0.06, 0.00, 0.08], [0.00, 0.29, 0.11], [0.03, 0.06, -0.08], [0.05, -0.05, 0.06], [-0.04, 0.04, -0.02], [-0.04, -0.01, -0.02], [0.35, -0.05, 0.04], [-0.16, 0.03, -0.06], [-0.06, -0.01, 0.02], [-0.26, 0.20, -0.03], [0.22, 0.07, -0.16], [-0.04, -0.02, 0.04], [-0.02, -0.02, -0.15], [0.21, 0.15, -0.18], [-0.05, -0.06, 0.15], [0.10, -0.05, -0.02], [-0.12, 0.06, -0.14], [0.00, -0.02, 0.02], [-0.01, -0.01, 0.01], [-0.01, -0.02, 0.02], [0.00, 0.01, -0.01], [-0.03, -0.02, 0.02], [0.04, -0.02, -0.02], [0.00, 0.00, 0.00], [0.00, -0.01, 0.02], [0.05, 0.05, 0.18], [-0.04, 0.26, -0.22], [0.23, 0.14, -0.37], [-0.11, 0.26, -0.11], [0.07, -0.13, 0.33], [0.14, 0.14, 0.00], [0.07, -0.03, -0.01], [-0.36, 0.09, -0.12]],
  "charge": -1,
  "lumo_energy_ev": 2.415,
  "relative_energy_kcal_mol": 34.4
}

{
  "formula": "C14H9F7O10S",
  "method": "ωB97M-V with the def2-TZVPD basis set",
  "elements": ["O", "C", "C", "C", "C", "O", "C", "S", "O", "O", "C", "F", "F", "C", "F", "F", "F", "C", "H", "H", "H", "O", "C", "O", "C", "C", "F", "O", "H", "H", "H", "O", "C", "O", "C", "C", "F", "O", "H", "H", "H"],
  "positions_angstrom": [[3.9095, 1.1193, 2.0096], [3.2294, 0.6439, 1.1392], [3.7157, 0.4824, -0.2543], [2.8481, 0.5890, -1.2590], [1.4181, 0.8733, -0.9470], [0.7295, 1.5468, -1.6708], [0.9596, 0.3320, 0.3743], [-0.6930, -0.2561, 0.7560], [-1.2527, 0.5628, 1.7859], [-0.5885, -1.6672, 0.9693], [-1.7431, 0.0254, -0.7503], [-1.1077, -0.4716, -1.8277], [-1.9128, 1.3483, -0.8947], [-3.1701, -0.6323, -0.6303], [-4.0684, 0.2835, -0.3090], [-3.2037, -1.6043, 0.2673], [-3.4972, -1.1481, -1.8238], [1.8192, 0.2211, 1.3885], [4.7777, 0.3087, -0.3981], [3.1464, 0.5013, -2.2980], [1.5420, -0.1604, 2.3663], [-2.4932, -3.7214, -7.5545], [-3.0376, -2.9767, -6.8156], [-3.6680, -3.3353, -5.6702], [-4.0644, -2.1463, -4.9809], [-4.1128, -1.1350, -6.1057], [-3.7657, 0.1083, -5.6964], [-3.1319, -1.6266, -6.9971], [-3.3045, -1.8798, -4.2462], [-5.0183, -2.2925, -4.4822], [-5.0709, -1.0775, -6.6252], [1.4653, 0.5920, 4.2665], [2.1523, 1.0787, 5.1023], [1.7923, 2.1126, 5.8912], [2.8280, 2.3208, 6.8571], [4.0234, 1.6890, 6.1740], [4.8778, 1.1188, 7.0547], [3.4182, 0.6804, 5.3864], [2.5804, 1.7898, 7.7771], [2.9492, 3.3798, 7.0642], [4.5848, 2.3589, 5.5211]],
  "atomic_forces_ev_per_a": [[0.32, 0.01, 0.36], [-0.13, -0.06, -0.03], [0.01, -0.12, -0.31], [0.29, -0.25, 0.24], [0.09, 0.21, -0.13], [-0.03, -0.22, -0.01], [-0.08, -0.07, 0.04], [-0.03, -0.09, 0.89], [-0.10, 0.16, -0.29], [0.18, -0.02, -0.43], [0.05, 0.46, -0.18], [-0.16, -0.07, 0.26], [0.06, -0.34, -0.08], [0.14, -0.09, -0.19], [-0.05, 0.05, 0.07], [-0.04, -0.04, 0.02], [-0.06, 0.05, 0.08], [-0.35, -0.21, -0.52], [-0.10, 0.19, 0.02], [-0.14, 0.23, 0.04], [0.10, 0.24, -0.05], [0.04, 0.02, 0.02], [0.08, -0.01, 0.07], [-0.03, 0.06, -0.01], [-0.08, -0.08, 0.12], [0.16, 0.02, 0.02], [0.06, -0.01, 0.00], [-0.22, -0.08, -0.11], [0.02, 0.11, -0.05], [-0.01, -0.14, -0.09], [-0.02, 0.11, 0.03], [-0.07, -0.01, 0.30], [-0.03, -0.09, -0.08], [0.06, 0.03, 0.05], [-0.03, 0.12, 0.05], [-0.05, -0.12, 0.04], [-0.04, -0.06, 0.01], [0.07, 0.16, -0.11], [0.08, -0.05, 0.00], [-0.09, 0.03, -0.14], [0.09, -0.01, 0.05]],
  "smiles": "O=C1C=CC(=O)C(S(=O)(=O)C(F)(F)C(F)(F)F)=C1.O=C1OC[C@@H](F)O1.O=C1OC[C@@H](F)O1",
  "lumo_energy_ev": -1.733
}

{
  "formula": "C14H9NO2S",
  "method": "ωB97M-V with the def2-TZVPD basis set",
  "elements": ["C", "C", "O", "C", "C", "C", "C", "S", "C", "C", "C", "O", "C", "C", "C", "N", "C", "C", "H", "H", "H", "H", "H", "H", "H", "H", "H"],
  "positions_angstrom": [[4.4326, 0.0181, -1.1701], [3.9167, -0.8241, 0.0482], [4.7069, -1.6159, 0.6399], [2.5919, -0.9465, 0.2052], [2.0579, -2.1898, 0.4763], [0.7278, -2.3993, 0.7550], [-0.2499, -1.3322, 0.5072], [-2.0463, -1.6725, 0.2859], [-2.7607, -0.1217, 0.1676], [-4.1279, 0.0638, 0.1385], [-4.7737, 1.3404, 0.0652], [-5.9853, 1.5561, 0.1552], [-3.8670, 2.5268, -0.0141], [-2.4725, 2.4199, 0.0709], [-1.8797, 1.0519, 0.2174], [-0.5671, 1.1134, 0.2799], [0.3044, -0.0325, 0.3124], [1.7173, 0.1640, 0.1964], [4.0853, -0.5109, -2.1066], [4.0907, 1.0364, -1.1815], [5.5202, -0.0945, -1.1539], [2.8236, -2.9994, 0.4652], [0.5481, -3.5444, 0.9378], [-4.7165, -0.8884, 0.1196], [-4.3453, 3.4841, -0.1562], [-1.7873, 3.2311, -0.1386], [2.0555, 1.1663, -0.1226]],
  "atomic_forces_ev_per_a": [[0.21, -1.86, 0.41], [7.97, -1.59, -1.43], [-1.72, 2.40, -1.34], [-6.73, 1.75, 1.29], [0.66, -0.92, 0.63], [-1.60, -1.63, -1.10], [1.31, -0.77, 0.16], [2.01, -0.63, 0.53], [-1.08, 1.59, 0.50], [1.19, -3.01, -0.39], [-0.64, 2.06, 0.71], [1.00, -0.85, -0.33], [3.26, -0.30, 0.04], [-3.64, -1.37, -0.48], [2.14, 1.75, -0.38], [-0.18, -1.27, -0.47], [-1.29, -0.04, 0.46], [-0.86, -0.44, -0.99], [0.09, 0.60, 1.00], [-0.04, 0.43, -0.03], [-0.16, 0.46, -0.01], [-1.06, 0.43, 0.32], [-0.63, 2.56, -0.27], [0.13, 1.20, 0.12], [-0.08, 0.05, -0.03], [-0.06, -0.01, 0.43], [-0.20, -0.57, 0.65]],
  "smiles": "CC(=O)c1ccc2sc3cc(=O)ccc-3nc2c1",
  "lumo_energy_ev": -1.717,
  "relative_energy_kcal_mol": 93.7
}

no.,HOMO level (eV)
1,-8.43
2,-4.99
3,-10.56
4,-8.69